C2H8N3OPS | ωB97M-V/def2-TZVPD

The frontier orbital gap (spin up / spin down) comes out at 5.1 / 5.1 eV. The relative energy (zero: lowest compared OMol25 entry of this formula, charge and spin) comes out at 421.9 kJ/mol.

XYZ file:
```
16
Properties=species:S:1:pos:R:3:lowdin_charge:R:1
C -1.00259 -0.87538 -0.67757 -0.33
C -2.15888 -0.50159 0.18135 -0.66
N 0.30885 -0.75808 -0.01583 -0.09
N 0.62835 1.12807 1.21077 -0.03
N 2.75723 0.09633 0.00166 -0.03
O 0.92977 1.43238 -1.46609 -0.33
P 1.21249 0.62147 -0.24075 0.28
S -2.46268 1.24672 0.09000 0.66
H -1.01525 -1.93662 -1.07817 0.14
H -1.04075 -0.30046 -1.55595 0.07
H -3.12335 -0.88512 -0.25936 0.09
H -2.04979 -0.83025 1.21686 0.07
H 0.45828 -1.22087 0.85742 0.10
H 0.22827 2.08522 1.16909 -0.01
H 2.77612 0.17814 0.98324 0.02
H 3.55392 0.52005 -0.41667 0.06
```